The following is a DFT calculation (ωB97M-V/def2-TZVPD) of C53H53Cl3GeNO3PdS2SbTe as an isolated structure at a distorted geometry.

Net charge: +1
Kohn-Sham gap (spin up / spin down): 0.23512 / 0.23970 Eh
E_HOMO (spin up / spin down): -9.4 / -10.6 eV
2S+1: 4

Positions of all 119 atoms, in Å:
Pd -0.5349 -0.9603 0.0349
C -0.6417 -1.7569 6.7391
C -1.0054 -1.7491 5.2747
C -1.4413 -2.8811 4.6279
C -1.7706 -2.8816 3.2576
C -2.0664 -4.1170 2.5661
O -2.6484 -4.1667 1.4454
C -1.6588 -5.4247 3.1268
C -0.4176 -5.5927 3.7394
C -0.0128 -6.8565 4.1390
C -0.8485 -7.9474 3.9439
C -2.0881 -7.7825 3.3351
C -2.4851 -6.5280 2.9093
C -1.7510 -1.6704 2.5341
O -2.2258 -1.6037 1.3181
C -1.2264 -0.5104 3.1744
C -0.8802 -0.5813 4.5139
C -1.1035 0.7778 2.4538
N -1.2304 0.8362 1.1863
C -1.2879 2.1036 0.4418
C -1.5116 1.8043 -1.0319
Te -2.7273 0.0455 -1.2547
C -4.1773 0.9677 -0.0182
C -4.4639 0.5701 1.2802
C -5.2429 1.3881 2.0905
C -5.7348 2.5927 1.6071
C -5.4979 2.9577 0.2878
C -4.7211 2.1447 -0.5271
C -0.8363 2.0283 3.2303
C 0.4405 2.5793 3.1798
C 0.7037 3.7744 3.8339
C -0.3111 4.4259 4.5254
C -1.5861 3.8780 4.5694
C -1.8517 2.6775 3.9216
H -1.0307 -2.6455 7.2346
H -1.0382 -0.8789 7.2499
H 0.4423 -1.7519 6.8705
H -1.5603 -3.7983 5.1917
H 0.2464 -4.7460 3.8573
H 0.9578 -6.9899 4.5981
H -0.5298 -8.9326 4.2590
H -2.7376 -8.6350 3.1859
H -3.4392 -6.3854 2.4187
H -0.4954 0.3115 4.9962
H -2.1144 2.7001 0.8355
H -0.3768 2.6886 0.5843
H -0.5818 1.4996 -1.5141
H -1.9154 2.6595 -1.5738
H -4.0894 -0.3734 1.6503
H -5.4650 1.0795 3.1050
H -6.3112 3.2433 2.2526
H -5.9154 3.8749 -0.1074
H -4.5480 2.4267 -1.5604
H 1.2240 2.0575 2.6393
H 1.6979 4.2018 3.7966
H -0.1075 5.3614 5.0312
H -2.3771 4.3866 5.1053
H -2.8452 2.2437 3.9503
C 2.3014 -1.4396 -5.0184
C 2.3860 -2.7107 -4.1759
C 1.6658 -2.6418 -2.8338
S -0.1279 -2.4192 -2.8056
O -0.3672 -0.9199 -2.8572
C -0.5937 -3.1358 -4.3837
C -2.1085 -3.2505 -4.5638
C -2.8073 -1.9167 -4.8100
H 2.8520 -1.5676 -5.9517
H 2.7391 -0.5952 -4.4829
H 1.2763 -1.1646 -5.2697
H 3.4376 -2.8993 -3.9444
H 2.0407 -3.5757 -4.7438
H 2.0175 -1.8024 -2.2290
H 1.8213 -3.5548 -2.2515
H -0.1438 -4.1336 -4.3386
H -0.1407 -2.5591 -5.1897
H -2.5419 -3.7563 -3.6975
H -2.2708 -3.8990 -5.4271
H -2.7360 -1.2576 -3.9472
H -3.8638 -2.0759 -5.0265
H -2.3608 -1.3961 -5.6612
S 1.7715 0.0975 0.0337
Sb 2.4709 1.8144 -1.2963
C 1.2216 3.2417 -2.1751
C 0.5947 2.9890 -3.3941
C -0.2978 3.9190 -3.9056
C -0.5663 5.0869 -3.2002
C 0.0632 5.3366 -1.9886
C 0.9587 4.4103 -1.4656
C 3.8079 1.2261 -2.7970
C 4.7318 0.2304 -2.4885
C 5.7146 -0.0981 -3.4097
C 5.7782 0.5708 -4.6268
C 4.8642 1.5712 -4.9261
C 3.8733 1.9063 -4.0099
C 3.7223 2.9846 -0.0772
C 4.3825 4.0732 -0.6506
C 5.2599 4.8260 0.1174
C 5.4804 4.4894 1.4484
C 4.8322 3.4001 2.0130
C 3.9508 2.6415 1.2502
H 0.7723 2.0618 -3.9281
H -0.7958 3.7259 -4.8469
H -1.2733 5.8041 -3.5973
H -0.1460 6.2480 -1.4439
H 1.4477 4.6063 -0.5188
H 4.6733 -0.2987 -1.5429
H 6.4325 -0.8751 -3.1797
H 6.5472 0.3131 -5.3437
H 4.9215 2.0947 -5.8715
H 3.1602 2.6841 -4.2521
H 4.2214 4.3314 -1.6924
H 5.7747 5.6698 -0.3235
H 6.1662 5.0778 2.0447
H 5.0171 3.1346 3.0462
H 3.4547 1.7785 1.6800
Cl -1.9693 -5.3417 -1.1298
Ge -2.0352 -3.3480 -0.2229
Cl -4.1192 -2.6509 -0.8946
Cl 0.4128 -3.2005 0.6627


The following is a DFT calculation (ωB97M-V/def2-TZVPD) of C53H54As2FeN4O2PS2 as an isolated structure at a distorted geometry.

Net charge: +1
Kohn-Sham gap (spin up / spin down): 0.29089 / 0.29175 Eh
E_HOMO (spin up / spin down): -9.7 / -10.0 eV
2S+1: 5

Positions of all 119 atoms, in Å:
Fe -0.2079 0.2038 -0.1984
O -0.6453 3.3502 1.6737
C -0.1104 3.0230 0.6136
O -0.5987 2.1878 -0.2129
C 1.2488 3.5889 0.3166
C 1.4472 4.9541 0.4915
C 2.7006 5.5049 0.3069
C 3.7683 4.6864 -0.0291
C 3.5831 3.3252 -0.1700
C 2.3191 2.7543 -0.0028
P 2.1447 0.9313 -0.1331
C 3.4709 0.6829 -1.3737
C 3.2606 1.2810 -2.6159
C 4.2238 1.2129 -3.6029
C 5.4151 0.5484 -3.3559
C 5.6321 -0.0437 -2.1225
C 4.6663 0.0155 -1.1334
C 2.9976 0.3552 1.3807
C 3.2314 -1.0155 1.5039
C 3.9322 -1.5123 2.5860
C 4.4146 -0.6448 3.5530
C 4.1698 0.7137 3.4476
C 3.4448 1.2139 2.3790
H 0.6063 5.5659 0.7846
H 2.8504 6.5647 0.4422
H 4.7522 5.1084 -0.1730
H 4.4310 2.6971 -0.3981
H 2.3315 1.7980 -2.8016
H 4.0435 1.6846 -4.5591
H 6.1789 0.5071 -4.1166
H 6.5638 -0.5524 -1.9244
H 4.8662 -0.4355 -0.1731
H 2.8894 -1.6878 0.7270
H 4.1159 -2.5741 2.6638
H 4.9810 -1.0345 4.3846
H 4.5469 1.3905 4.1996
H 3.2423 2.2744 2.3154
C -2.0863 1.0368 3.0873
C -2.9846 1.3550 1.8944
As -2.6577 0.0152 0.4930
C -3.8006 0.5537 -0.9894
C -4.4415 -0.4307 -1.7435
C -5.1936 -0.0937 -2.8545
C -5.3159 1.2374 -3.2263
C -4.6542 2.2187 -2.5056
C -3.8884 1.8785 -1.4029
C -3.8295 -1.3841 1.2251
C -5.1699 -1.0856 1.4502
C -6.0069 -2.0113 2.0429
C -5.5120 -3.2489 2.4229
C -4.1855 -3.5621 2.1847
C -3.3477 -2.6344 1.5866
As -0.2227 0.6778 2.4870
C -0.2102 -1.2754 2.5759
C -0.5529 -2.0827 3.6524
C -0.4108 -3.4580 3.5693
C 0.0637 -4.0431 2.4071
C 0.3814 -3.2522 1.3144
C 0.2436 -1.8798 1.4091
C 0.7241 1.1019 4.1601
C 0.7385 2.4371 4.5606
C 1.4368 2.8283 5.6896
C 2.1473 1.8914 6.4243
C 2.1696 0.5691 6.0138
C 1.4689 0.1777 4.8843
H -2.4437 0.1448 3.6200
H -2.0653 1.8784 3.7899
H -2.7029 2.3323 1.4982
H -4.0406 1.4011 2.1884
H -4.3448 -1.4696 -1.4407
H -5.6973 -0.8640 -3.4248
H -5.9210 1.5086 -4.0804
H -4.7464 3.2543 -2.8035
H -3.3512 2.6431 -0.8556
H -5.5530 -0.1173 1.1401
H -7.0457 -1.7705 2.2110
H -6.1604 -3.9646 2.9055
H -3.8031 -4.5319 2.4673
H -2.3128 -2.8860 1.3878
H -0.9100 -1.6338 4.5706
H -0.6519 -4.0781 4.4192
H 0.1952 -5.1140 2.3513
H 0.7448 -3.7036 0.4017
H 0.5075 -1.2097 0.5611
H 0.2018 3.1665 3.9624
H 1.4359 3.8645 5.9987
H 2.7029 2.1980 7.2989
H 2.7442 -0.1595 6.5699
H 1.5125 -0.8555 4.5606
S -1.1640 -1.8991 -1.4130
C -0.0277 -2.9136 -2.1584
N 1.0720 -2.4261 -2.7262
C 2.0469 -3.2732 -3.3833
C 2.0676 -4.6351 -2.6944
C 0.6564 -5.2140 -2.6782
N -0.2484 -4.2295 -2.1265
H 1.1388 -1.4104 -2.7831
H 3.0252 -2.7908 -3.3259
H 1.7850 -3.4015 -4.4410
H 2.4210 -4.5169 -1.6701
H 2.7480 -5.3043 -3.2161
H 0.6127 -6.1112 -2.0571
H 0.3386 -5.4805 -3.6922
H -1.1050 -4.5273 -1.6875
C -1.4009 3.2525 -3.7202
N -1.7003 1.9425 -4.2184
C -2.6385 1.7189 -5.3008
C -2.7837 0.1888 -5.3358
N -1.7857 -0.2500 -4.3763
C -1.2244 0.7948 -3.7357
S 0.0510 0.7027 -2.6548
H -2.3332 3.8054 -3.5945
H -0.7510 3.8045 -4.4056
H -0.9067 3.1582 -2.7518
H -2.2359 2.1236 -6.2349
H -3.5884 2.2143 -5.0910
H -2.5646 -0.2231 -6.3249
H -3.7849 -0.1290 -5.0325
H -1.8257 -1.1645 -3.9540


The following is a DFT calculation (ωB97M-V/def2-TZVPD) of C53H54CdGeN6O2Sb2 as an isolated structure at a distorted geometry.

Net charge: +4
Kohn-Sham gap: 0.16974 Eh
E_HOMO: -16.8 eV
2S+1: 1

Positions of all 119 atoms, in Å:
Cd -0.0126 0.5071 -1.2534
N 1.9151 -0.7603 -1.8399
C 1.9256 -0.9195 -3.3164
C 1.5637 0.3832 -3.9902
N 0.2034 0.8200 -3.5692
H 2.7469 -0.2566 -1.5399
H 1.9980 -1.6737 -1.4007
H 1.1925 -1.6882 -3.5716
H 2.8980 -1.2554 -3.6746
H 1.6134 0.2614 -5.0706
H 2.2704 1.1689 -3.7234
H -0.4878 0.3156 -4.1207
H 0.0773 1.8058 -3.7836
C -4.0670 -2.9377 1.5118
C -4.9016 -2.5607 0.2883
C -4.1932 -2.7711 -1.0446
Sb -2.5516 -1.4363 -1.4031
C -1.7626 -2.2970 -3.1622
C -0.9249 -3.3911 -2.9342
C -0.3582 -4.0676 -4.0115
C -0.6157 -3.6502 -5.3117
C -1.4397 -2.5549 -5.5433
C -2.0179 -1.8795 -4.4720
C -3.8352 0.2313 -1.9153
C -3.7582 1.3468 -0.9435
C -4.6931 2.4487 -1.0739
C -5.2970 2.6747 -2.2659
C -5.1168 1.7294 -3.3019
C -4.4614 0.4903 -3.1031
Sb -2.2523 -1.8726 1.8615
C -2.9840 -0.0493 2.6100
C -4.3578 0.1345 2.7958
C -4.8467 1.3551 3.2525
C -3.9700 2.3975 3.5263
C -2.6011 2.2245 3.3493
C -2.1078 1.0076 2.8877
C -1.5678 -3.0645 3.4338
C -1.0459 -4.3216 3.1276
C -0.8021 -5.2240 4.1552
C -1.0691 -4.8656 5.4719
C -1.5635 -3.6035 5.7757
C -1.8203 -2.6925 4.7559
H -3.7527 -3.9826 1.4771
H -4.6251 -2.8066 2.4396
H -5.2667 -1.5323 0.3652
H -5.7953 -3.1901 0.2899
H -4.8450 -2.5785 -1.8959
H -3.7836 -3.7769 -1.1517
H -0.7153 -3.7396 -1.9261
H 0.2741 -4.9296 -3.8370
H -0.1872 -4.1892 -6.1477
H -1.6481 -2.2406 -6.5586
H -2.6697 -1.0384 -4.6811
H -3.5093 1.0555 0.0790
H -4.8304 3.1180 -0.2311
H -5.9403 3.5314 -2.4261
H -5.5602 1.9371 -4.2725
H -4.5103 -0.2515 -3.8901
H -5.0585 -0.6694 2.6090
H -5.9101 1.4824 3.4174
H -4.3525 3.3393 3.9009
H -1.9189 3.0288 3.6002
H -1.0345 0.8861 2.7915
H -0.8622 -4.6225 2.1006
H -0.4236 -6.2136 3.9283
H -0.8994 -5.5813 6.2667
H -1.7760 -3.3361 6.8036
H -2.2334 -1.7197 4.9996
O -2.1656 2.5870 -2.3967
N -2.1724 1.9460 -1.4575
O 0.9444 -1.1627 1.4070
C -0.0280 -0.7269 0.9679
Ge 3.3139 -0.9134 2.3429
C 4.0711 -1.6854 0.8340
C 4.9050 -0.8499 0.0767
C 5.5848 -1.3696 -1.0194
C 5.4159 -2.7051 -1.3645
C 4.5793 -3.5370 -0.6209
C 3.9139 -3.0355 0.4860
C 3.0085 -1.5951 4.0160
C 2.9342 -0.6541 5.0568
C 2.8454 -1.0980 6.3671
C 2.8285 -2.4622 6.6310
C 2.8948 -3.3977 5.5988
C 2.9858 -2.9739 4.2885
H 3.2198 0.5956 2.2341
H 5.0486 0.1910 0.3461
H 6.2576 -0.7410 -1.5899
H 5.9582 -3.1111 -2.2093
H 4.4765 -4.5812 -0.8889
H 3.2955 -3.6972 1.0808
H 2.9684 0.4101 4.8547
H 2.8083 -0.3856 7.1806
H 2.7775 -2.8047 7.6575
H 2.8994 -4.4551 5.8261
H 3.0710 -3.7059 3.4953
C 0.9658 4.2773 0.8481
C 0.4504 3.0751 0.4099
N 1.0802 2.3214 -0.5086
C 2.2536 2.7577 -0.9978
C 2.8337 3.9564 -0.6355
C 2.1625 4.7231 0.3139
C 4.1367 4.3707 -1.2205
C 4.3430 5.4117 -2.0175
C 3.3300 6.3437 -2.5687
C 3.7378 7.4646 -3.2565
C 2.7534 8.3079 -3.7541
N 1.4513 8.0582 -3.5873
C 1.1861 6.9421 -2.9096
N 2.0303 6.0545 -2.3842
H 0.4307 4.8610 1.5854
H -0.4845 2.6938 0.8090
H 2.7352 2.1365 -1.7440
H 2.5832 5.6734 0.6202
H 4.9945 3.7698 -0.9318
H 5.3673 5.6123 -2.3159
H 4.7872 7.6845 -3.4031
H 3.0128 9.2066 -4.3004
H 0.1310 6.7273 -2.7654


So what do the calculations give for energy above the lowest of the compared OMol25 structures with the same formula, charge and spin? Going down the list: 30.9; 0.0; 133.1 kJ/mol.